(1)
This record from the OMol25 dataset describes a structure of composition C23H30AgB2O31 in a non-equilibrium geometry. The level of theory is ωB97M-V with the def2-TZVPD basis set.

```
87
C23H30AgB2O31 (ωB97M-V with the def2-TZVPD basis set)
Ag 0.12549 0.11072 0.93508
O -0.29880 2.64466 4.67434
O -1.07186 -3.37819 3.58334
O 0.06927 -1.82713 2.46059
O 0.46881 2.34680 0.13105
O -2.04167 -0.94612 -1.64054
O -2.16412 3.23261 3.82358
O 7.28025 -2.33954 4.48008
O 5.91968 -1.69095 2.82077
O 5.88658 -0.90003 0.58484
O 1.05729 -3.32673 3.83677
O 2.83090 0.79554 0.92117
O -0.26595 -4.95758 -5.74253
O 2.34436 0.90551 -3.37962
O 0.99378 -2.22527 -2.76596
O -3.93945 2.35543 -2.81733
O 7.08232 0.25833 2.20165
O -4.01526 -1.17797 -0.63333
O 4.41307 -0.88058 -1.11421
O -0.88047 1.39651 2.90974
O 2.63465 -5.35950 -5.13768
O 2.43175 -3.31988 -4.35816
O 8.79085 0.04247 3.76858
O 0.26019 -2.88085 -4.92593
O 4.63759 0.25540 2.15265
O -0.70636 4.30409 -0.31062
O -2.39319 1.45968 -4.21289
O -2.36181 0.32853 0.17974
O 1.92115 -1.02829 -4.59821
O 1.05184 -0.72327 -1.13970
O 1.53758 4.46413 -0.30177
O -4.42682 1.18720 -4.69317
C -3.42924 2.71808 3.21746
C 1.97890 -4.31328 -4.90245
C 2.00935 -0.28490 -3.44818
C 0.44882 3.58409 -0.14980
C 2.81916 3.84318 -0.29652
C 7.75625 -0.30753 3.20176
C -2.79064 -0.50179 -0.60508
C -1.11464 2.31930 3.74281
C 2.37560 -2.89259 3.72192
C -2.47401 -1.66854 -2.74932
C 1.31583 -1.05809 -2.26094
C -5.07053 -0.90475 0.27368
C 6.98992 -1.56840 3.59047
C -1.28008 1.53816 -3.36625
C 4.75736 -0.54594 0.01682
C -5.84001 1.01007 -4.52504
C -3.59623 1.75703 -3.82432
C 0.69952 1.77714 5.26685
C 0.54081 -4.10909 -5.33355
C -1.91077 3.59612 -0.19930
C -0.00298 -2.73683 3.28638
C -2.21465 -3.25215 2.83575
C 3.90752 0.27160 1.07150
B 1.38507 -2.31929 -4.15119
B 5.87605 -0.51317 1.94987
H -2.82782 -2.64160 -2.40863
H -4.03113 3.57420 2.91269
H -1.89660 -2.85328 1.87250
H 2.56662 -2.06960 4.41060
H -1.91923 3.08264 0.76214
H -1.63818 -1.67208 -3.44893
H -6.38908 1.81888 -5.00716
H -3.19629 2.17860 2.29941
H -6.25542 0.86715 -3.52748
H 3.34994 4.00350 0.64192
H -4.69815 -0.64970 1.26584
H -2.76674 -4.18927 2.76441
H -5.75082 -1.72907 0.05965
H -1.42162 1.54737 -2.28552
H -2.91263 -2.55672 3.30191
H 3.33951 4.39068 -1.08239
H 2.63217 -2.69042 2.68201
H -1.96925 2.82836 -0.97081
H -2.67959 4.33658 -0.42004
H 0.24578 1.17985 6.05771
H -0.87934 2.50413 -3.67350
H 1.09931 1.15861 4.46329
H 2.96168 2.80610 -0.60024
H -0.69333 0.65190 -3.60785
H -5.63575 -0.04860 -0.09460
H -6.13938 0.09210 -5.03082
H 1.49235 2.35929 5.73656
H -3.92593 1.99129 3.86025
H 2.98334 -3.71122 4.10739
H -3.35248 -1.12420 -3.09587
```

Summary:
Net charge: -1
Spin multiplicity: 1
HOMO-LUMO gap (eV): 8.521
LUMO level (eV): 1.35

=====

(2)
This record from the OMol25 dataset describes a structure of composition C51H37Cl3CsF6GeN11O2. The level of theory is ωB97M-V with the def2-TZVPD basis set.

```
112
C51H37Cl3CsF6GeN11O2 (ωB97M-V with the def2-TZVPD basis set)
Cs -0.48278 -0.84141 -1.72826
Ge -1.34743 -0.35103 -5.06401
Cl 0.12839 0.46797 -6.51900
Cl -0.42787 -2.76259 -4.98595
Cl -3.11409 -0.77763 -6.29547
F -0.50374 -4.33995 0.13590
F -1.91250 -4.27754 -2.15572
F -3.95006 -3.55596 -2.10286
F -2.06324 -5.46062 1.13087
F -3.45341 -5.45825 -1.19426
F -1.43000 -3.55303 1.92978
O -2.24141 -2.20681 -0.35157
O -0.99679 1.61006 5.06710
N 2.36775 -1.84708 -2.97552
N 2.05675 -2.20273 -0.29413
N 2.37627 2.39564 1.55164
N -4.02777 1.03279 1.09163
N 1.51292 3.19293 0.88073
N -1.83895 1.37028 7.07572
N -4.28357 2.36220 1.09667
N 1.02615 1.01803 0.54086
N -0.63488 2.04931 7.18163
N 0.99880 1.78509 -3.08842
N -2.38893 1.90224 -0.04834
C -2.01519 1.13307 5.81858
C -3.00265 -4.19127 -1.38768
C -0.17283 2.16225 5.98445
C -1.99872 1.40939 -4.19796
C -5.26334 -0.91492 4.04918
C 3.07536 2.62484 -4.04753
C 2.30869 3.39696 -4.95066
C -4.86036 0.09406 1.80232
C 2.50290 -1.67788 -4.27139
C 2.25834 -3.54676 1.67857
C 3.17998 -2.58720 -5.10254
C 5.16166 1.88190 -3.08918
C 3.08354 1.10216 -2.14206
C 1.09735 2.76046 5.56549
C 2.06439 1.10896 1.34120
C 2.88952 -2.95855 -2.42056
C 3.89409 -5.30041 -1.18440
C 0.31860 2.49463 -3.95465
C 2.77980 3.13892 3.87967
C -1.68246 -4.21546 0.77165
C 3.32969 2.95276 2.47863
C 4.49153 2.61919 -4.02266
C 2.36284 1.85249 -3.10750
C -4.49085 -0.06786 3.26100
C -2.90078 0.77847 0.41347
C -3.41777 0.59539 3.83391
C -3.13075 0.42572 5.18700
C 3.54750 3.81379 4.82107
C 4.44676 1.12197 -2.13284
C -4.04343 -3.43707 0.74999
C -3.91199 -0.41426 5.97046
C -2.73042 -3.41736 -0.06303
C 2.95288 -4.49961 0.98459
C 1.82829 -2.40651 0.98427
C 3.09279 3.96174 6.12225
C -1.17461 2.46917 -3.81183
C -3.35014 1.44181 -3.85066
C -4.97603 -1.08648 5.39345
C -3.09817 3.63588 -2.90978
C 4.07591 -5.10709 -2.50476
C -3.90212 2.54437 -3.21541
C 0.95301 3.35050 -4.89266
C 0.72718 2.32233 0.28075
C -1.74416 3.58930 -3.19717
C 2.70995 -3.15742 -0.99088
C 3.19505 -4.32808 -0.38976
C 3.71176 -3.71122 -4.54256
C 1.87171 3.43265 6.50288
C 3.57084 -3.93217 -3.16057
C -3.27109 2.83561 0.39976
C 1.54749 2.62597 4.25557
H 0.92216 2.10877 3.53771
H -4.40077 -4.44931 0.93954
H -3.98792 0.60972 -4.12279
H 2.02426 -3.66692 2.72777
H 1.50528 3.52718 7.51656
H -1.09865 4.41998 -2.92871
H 4.22649 -4.44969 -5.14791
H -0.09113 2.61256 -0.35919
H 1.25053 -1.63983 1.49436
H 3.23930 -2.40285 -6.16631
H 4.19712 2.29225 2.50964
H -4.79554 -2.89260 0.17834
H 2.49850 0.53391 -1.43202
H -4.78301 -0.86814 1.29647
H -3.16641 3.88966 0.19605
H -2.53360 -0.24029 0.30030
H 0.34174 3.92041 -5.57984
H 6.24462 1.87898 -3.07808
H 4.50830 4.22722 4.53359
H -3.67206 -0.53340 7.01860
H -6.09620 -1.44691 3.60211
H 3.69805 4.49171 6.84632
H -4.95667 2.55119 -2.96582
H 4.59667 -5.84713 -3.10182
H -3.86432 -2.93620 1.70269
H -5.58276 -1.75272 5.99306
H 2.05316 -0.78764 -4.69936
H 4.99007 0.53749 -1.39930
H 4.26277 -6.19745 -0.70033
H -3.51769 4.50931 -2.42448
H -5.88855 0.44310 1.72139
H -2.80348 1.25923 3.23664
H 3.30470 -5.40144 1.47364
H 3.65056 3.91194 2.07657
H 5.03249 3.20980 -4.75354
H 2.81230 4.01830 -5.68349
H 2.61852 0.28875 1.77313
```

Summary:
Net charge: -1
Spin multiplicity: 2
<S²>: 0.75
HOMO-LUMO gap (spin up / spin down) (eV): 5.420 / 7.558
LUMO level (spin up / spin down) (eV): 1.56 / 1.56

=====

(3)
This record from the OMol25 dataset describes a structure of composition C7H12O3 in a non-equilibrium geometry. The level of theory is ωB97M-V with the def2-TZVPD basis set.

```
22
C7H12O3 (ωB97M-V with the def2-TZVPD basis set)
O -1.37803 0.72435 1.11610
O 1.72857 -1.99539 -0.43584
O 2.74847 1.44916 0.33938
C -1.28913 -0.74505 -0.88933
C -1.51236 1.52603 -0.08448
C -0.43470 -1.34749 1.88028
C -0.67532 -0.40345 0.76078
C -0.80195 0.67211 -1.11564
C 0.31726 0.00744 -0.28412
C 1.45073 -0.83151 -0.83596
H -2.36784 -0.89312 -0.76578
H 2.63554 0.33983 -0.29738
H 1.56438 -0.61446 -1.92552
H -1.01162 -2.26576 1.69453
H -1.02915 2.49503 0.09169
H -0.93566 -1.52887 -1.56157
H -2.58134 1.66344 -0.29249
H 0.63056 -1.60176 1.92500
H -0.59837 1.08652 -2.10544
H -0.75484 -0.91356 2.83572
H 1.25498 1.04785 0.22385
H 3.03983 2.12867 -0.27378
```

Summary:
Spin multiplicity: 1
HOMO-LUMO gap (spin up / spin down) (eV): 7.092 / 7.095
LUMO level (spin up / spin down) (eV): -0.62 / -0.61

=====

(4)
This record from the OMol25 dataset describes a structure of composition C3H4KMgO4 in a non-equilibrium geometry. The level of theory is ωB97M-V with the def2-TZVPD basis set.

```
13
C3H4KMgO4 (ωB97M-V with the def2-TZVPD basis set)
K 4.35140 -0.40305 0.60064
Mg 0.78203 -1.43512 -1.71121
O 1.56933 -0.09908 -0.45550
O -3.08055 -0.62659 -1.12156
O -1.01302 -1.46635 -1.08931
O -1.67289 0.17178 0.34982
C -1.98117 -0.79306 -0.65173
C 0.78574 0.92524 -0.01316
C -0.52578 0.25350 1.01694
H 0.15904 1.49145 -0.71684
H -0.10539 -0.69404 1.37360
H 1.31112 1.62594 0.65135
H -0.57986 1.04938 1.76697
```

Summary:
Net charge: +2
Spin multiplicity: 2
<S²>: 0.76
HOMO-LUMO gap (spin up / spin down) (eV): 7.290 / 6.287
LUMO level (spin up / spin down) (eV): -9.88 / -10.79

=====

(5)
This record from the OMol25 dataset describes the molecule C3H7N3O2 in a non-equilibrium geometry. The level of theory is ωB97M-V with the def2-TZVPD basis set.

```
15
C3H7N3O2 (ωB97M-V with the def2-TZVPD basis set)
O -1.38902 2.38817 0.19096
O -0.92601 1.14616 -1.59921
N 0.35208 0.85905 0.29128
N -0.01810 -1.43412 0.16319
N 1.89394 -0.63908 -0.92070
C -0.74230 1.38938 -0.44278
C -1.25692 -1.39304 0.67095
C 0.82912 -0.43100 -0.02675
H -1.77464 -2.32462 0.78574
H 0.31076 -2.30846 -0.23691
H 1.77036 -0.14347 -1.80197
H 2.79241 -0.38226 -0.52293
H -1.54934 -0.59268 1.32732
H -1.10349 2.46340 1.11100
H 0.81116 1.40258 1.01081
```

Summary:
Spin multiplicity: 1
HOMO-LUMO gap (eV): 7.329
LUMO level (eV): 0.43

=====

(6)
This record from the OMol25 dataset describes a structure of composition C18H27BrGaN7O2SbSe4 in a non-equilibrium geometry. The level of theory is ωB97M-V with the def2-TZVPD basis set.

```
61
C18H27BrGaN7O2SbSe4 (ωB97M-V with the def2-TZVPD basis set)
Sb 9.45736 7.26613 12.45618
Br 11.97433 9.82997 14.24050
Se 7.84964 8.74129 10.82248
Se 9.27340 4.95080 11.86696
Se 6.43821 10.24632 11.89133
Se 11.28664 8.01552 10.69853
Ga 9.86872 9.67816 9.78316
O 9.11979 13.53909 10.28897
O 9.72488 11.53666 9.70827
N 11.89382 10.51648 8.19879
N 9.36054 9.21275 7.81088
N 10.34510 11.17294 12.43114
N 12.71538 12.69343 7.53948
N 6.99956 9.08120 7.73630
N 8.12942 7.18866 7.32840
N 13.02062 11.93526 9.61157
C 9.83896 11.56520 14.72549
C 6.72526 6.82748 7.53590
C 8.94234 12.51636 14.37535
C 11.71827 13.07326 6.53454
C 9.49263 12.09744 12.07183
C 9.03660 6.25645 8.04381
C 10.59375 8.84887 7.00580
C 12.47518 11.60912 8.40807
C 13.37854 10.86862 10.54390
C 13.05581 13.83687 8.41180
C 8.79570 12.84030 13.01683
C 5.93364 8.10154 7.36971
C 6.74497 10.48690 7.99631
C 10.55685 10.96551 13.70780
C 9.46022 12.40868 10.63490
C 11.45543 10.08067 6.88906
C 8.25635 8.52347 7.62768
C 13.87237 13.06419 9.50107
H 7.01469 11.15982 7.11225
H 12.19298 14.31110 8.98342
H 13.64561 14.61688 7.89989
H 10.00736 6.16401 7.63843
H 10.31045 8.41391 6.07169
H 12.63397 10.15070 10.39672
H 11.21996 8.16032 7.63219
H 5.68721 10.54591 8.25860
H 7.34638 10.84034 8.81076
H 13.47372 11.22554 11.58733
H 9.18668 6.42673 9.08664
H 5.06297 8.20020 8.04303
H 6.56370 6.50215 8.57734
H 12.34836 9.80858 6.27968
H 5.51981 8.37995 6.38593
H 12.14274 14.00334 6.09061
H 10.86691 10.90050 6.46169
H 8.40096 13.02034 15.15323
H 14.88293 12.79880 9.09440
H 14.09094 13.61696 10.38340
H 6.43094 6.00910 6.85726
H 9.82448 11.29115 15.77599
H 8.07082 13.53322 12.71402
H 11.59768 12.32260 5.77933
H 14.32831 10.35009 10.21981
H 8.55892 5.24093 7.95451
H 10.69894 13.21052 7.00920
```

Summary:
Net charge: -1
Spin multiplicity: 1
HOMO-LUMO gap (eV): 6.277
LUMO level (eV): 2.56

=====

(7)
This record from the OMol25 dataset describes a cluster of 24 separate species, C9H64NO24 in total in a non-equilibrium geometry. The level of theory is ωB97M-V with the def2-TZVPD basis set.

```
98
C9H64NO24 (ωB97M-V with the def2-TZVPD basis set)
O -3.14975 -14.01141 3.05187
O 7.55933 -18.09384 0.89294
O 12.50197 -21.97321 11.75485
O -0.68909 -18.48599 14.57829
O -2.58284 -25.56636 3.27790
O 8.02289 -27.46292 5.61740
O 10.37449 -22.40524 3.67173
O 8.33818 -14.70558 8.03769
O 7.32172 -26.17897 13.04343
O -6.47473 -23.17258 4.90516
O 3.68141 -23.21982 15.29048
O 6.35973 -22.66933 1.05187
O 1.69096 -15.39896 11.35859
O 3.99411 -17.52176 -2.24229
O 2.95307 -26.68865 11.02296
O 2.42088 -11.89331 7.27425
O 3.83784 -18.09809 15.48504
O 3.30586 -29.14523 6.80492
O 6.76397 -13.54409 14.88649
O 1.96570 -20.71617 9.97928
O -5.64061 -19.68311 1.52034
O -0.72408 -21.27425 1.15565
O -7.31843 -21.65087 9.15965
O -5.32771 -18.89694 13.38033
N 2.23871 -20.02562 8.69956
C 3.93998 -19.21568 7.07254
C 2.89106 -19.19357 6.00161
C 1.11172 -19.88487 7.72511
C 4.04800 -21.67511 7.90900
C 1.47589 -18.87088 6.61127
C -0.13229 -19.34068 8.42287
C 4.62392 -19.66453 9.37597
C 0.65587 -21.31217 7.22544
C 3.66461 -20.21138 8.23386
H 1.15531 -14.69550 10.99190
H -0.10730 -20.83446 0.57049
H 7.46948 -27.04753 13.41758
H 7.42726 -14.41754 8.09668
H 1.42801 -17.86301 7.02360
H 2.55028 -29.62705 6.46849
H -3.90602 -14.23731 3.59341
H -4.80854 -19.21398 1.58216
H 0.71526 -18.87556 5.83055
H 12.50060 -21.65913 12.65906
H 6.67997 -17.93144 0.55150
H 6.27616 -14.36622 14.93517
H 1.73366 -12.00247 7.93156
H 3.75348 -26.20799 11.23405
H 3.15869 -22.26950 7.69942
H 4.34577 -18.64390 9.63877
H 2.98363 -28.71687 7.59795
H 12.46626 -21.17731 11.22429
H 8.12946 -25.98127 12.56940
H -6.55827 -22.48446 4.24506
H 0.36179 -21.93527 8.07005
H -3.24339 -25.11529 3.80367
H 5.61904 -23.21159 1.32306
H -0.00770 -18.26419 8.54007
H 1.40420 -16.18564 10.89477
H 7.43595 -18.76487 1.56430
H -6.20044 -19.26614 2.17528
H 4.91834 -19.44431 6.64990
H 8.29717 -15.53548 7.56249
H -4.56203 -18.64100 13.89459
H 6.72483 -23.12403 0.29280
H -0.26478 -21.19423 6.65395
H 6.39957 -13.00681 15.58990
H 8.59966 -28.16726 5.32163
H 3.87604 -18.25141 7.57672
H -6.70725 -21.60393 9.89483
H -0.47161 -19.80757 9.34751
H -8.12857 -21.26797 9.49624
H -2.00496 -24.86879 2.96856
H 2.84127 -20.15908 5.49822
H 3.47919 -22.93179 14.40032
H -6.39620 -22.70125 5.73456
H 4.50171 -22.14951 8.77918
H 7.32105 -27.91011 6.09035
H 9.83238 -22.38838 2.88302
H -0.96350 -19.28605 7.71987
H 2.26750 -26.02071 11.01336
H 5.66244 -19.77851 9.06520
H 3.61264 -19.02590 15.41655
H 4.74142 -21.67647 7.06801
H 3.15149 -18.46244 5.23628
H 3.22636 -17.20360 -1.76735
H 3.63472 -17.95697 -3.01538
H 4.63049 -23.34423 15.29269
H -3.40349 -14.26943 2.16571
H 1.44489 -21.73336 6.60243
H 2.76085 -12.77696 7.13346
H 3.40719 -17.69051 14.73361
H -0.47520 -20.97986 2.03179
H -0.48059 -19.17958 13.95245
H 9.93041 -23.02067 4.25506
H 4.73316 -20.25727 10.28417
H -5.15325 -18.55473 12.50358
H -0.33112 -17.69089 14.18343
```

Summary:
Net charge: -1
Spin multiplicity: 1
HOMO-LUMO gap (eV): 3.440
LUMO level (eV): 1.33

=====

(8)
This record from the OMol25 dataset describes the molecule C3H6N2O2 in a non-equilibrium geometry. The level of theory is ωB97M-V with the def2-TZVPD basis set.

```
13
C3H6N2O2 (ωB97M-V with the def2-TZVPD basis set)
O -1.70832 -1.25517 1.30019
O -1.50238 1.34415 -0.24107
N 0.19050 0.09427 -1.29546
N -1.17013 0.11073 -0.81956
C -0.79794 -0.80946 0.67563
C 1.20949 0.17391 -0.22446
C 0.70885 -0.87118 0.75223
H 0.26292 0.96822 -1.82740
H -2.45138 1.57847 -0.25386
H 2.23572 0.10827 -0.44980
H 0.86029 -1.97005 0.44918
H 1.02142 1.08138 0.24620
H 1.14097 -0.55353 1.68819
```

Summary:
Spin multiplicity: 1
SMILES: O=C1CCNN1O
HOMO-LUMO gap (eV): 9.461
LUMO level (eV): 0.81

=====

Calculated energy above the lowest of the compared OMol25 structures with the same formula, charge and spin (kJ/mol), listed in the same order as above: 146.0, 48.2, 686.6, 64.5, 313.3, 79.8, 689.6, 509.5